## w
{
  "formula": "C10H8N2",
  "method": "the ωB97M-V functional and the def2-TZVPD basis",
  "e_homo_ha": -0.3240,
  "molar_mass_da": 156.19,
  "elements": ["C", "C", "C", "C", "C", "C", "C", "C", "C", "C", "H", "H", "H", "H", "H", "H", "H", "H", "N", "N"],
  "positions_angstrom": [[3.25, -0.13, -0.07], [2.57, -1.31, 0.04], [1.13, -1.19, 0.21], [0.40, 0.05, 0.07], [1.18, 1.04, -0.16], [2.59, 1.06, -0.24], [-1.17, 0.06, 0.08], [-1.86, 1.18, 0.49], [-3.16, 0.92, -0.01], [-2.80, -1.43, -0.17], [4.39, -0.07, -0.20], [3.30, -2.23, 0.13], [0.56, -1.96, 0.63], [0.61, 2.03, -0.20], [2.84, 2.01, -0.98], [-1.42, 2.11, 1.38], [-3.87, 1.78, -0.50], [-3.35, -2.38, -0.07], [-3.72, -0.25, -0.36], [-1.47, -1.27, -0.06]]
}

---

## x
{
  "formula": "C10H8N2",
  "method": "the ωB97M-V functional and the def2-TZVPD basis",
  "e_homo_ha": -0.3176,
  "molar_mass_da": 156.19,
  "smiles": "c1ccc(-c2ccccn2)nc1",
  "elements": ["C", "C", "C", "C", "C", "C", "C", "C", "C", "C", "H", "H", "H", "H", "H", "H", "H", "H", "N", "N"],
  "positions_angstrom": [[3.14, 1.12, 1.46], [2.94, -0.24, 1.18], [1.78, -0.63, 0.43], [0.70, 0.35, 0.05], [2.05, 1.97, 1.05], [-0.70, -0.16, -0.42], [-1.62, 0.73, -0.98], [-2.96, 0.24, -1.08], [-3.21, -1.14, -1.03], [-1.95, -1.99, -0.98], [3.91, 1.43, 2.05], [3.73, -1.11, 1.04], [1.80, -1.82, 0.23], [2.12, 3.03, 1.42], [-1.42, 1.81, -0.95], [-3.80, 0.91, -1.17], [-4.29, -1.59, -1.06], [-2.37, -2.99, -1.05], [0.96, 1.66, 0.36], [-0.79, -1.58, -0.55]]
}

---

## y
{
  "formula": "C10H8N2",
  "method": "the ωB97M-V functional and the def2-TZVPD basis",
  "e_homo_ha": -0.3439,
  "molar_mass_da": 156.19,
  "elements": ["C", "C", "C", "C", "C", "C", "C", "C", "C", "C", "N", "N", "H", "H", "H", "H", "H", "H", "H", "H"],
  "positions_angstrom": [[0.81, -0.58, 2.69], [3.31, -0.96, -0.17], [-1.76, -0.55, -1.48], [-1.19, -1.71, -1.06], [-0.96, 0.63, -1.55], [0.17, -1.85, -0.81], [0.46, 0.56, -1.25], [0.91, -0.70, -0.77], [0.23, 0.65, 2.20], [0.24, 2.00, 1.63], [-0.54, -0.41, 2.40], [2.19, -0.76, -0.36], [-2.76, -0.65, -1.61], [-1.73, -2.62, -1.09], [-1.43, 1.60, -1.81], [0.49, -2.75, -0.30], [1.20, 1.28, -1.37], [1.22, 2.33, 1.48], [-0.37, 2.54, 2.42], [-0.50, 1.97, 0.81]]
}

---

Energy relative to the most stable one, in eV: w 2.553; x 0.000; y 3.157

---

## w
{
  "formula": "H22O11Xe",
  "method": "the ωB97M-V functional and the def2-TZVPD basis",
  "e_homo_ha": -0.3633,
  "molar_mass_da": 329.45,
  "elements": ["Xe", "O", "H", "H", "O", "H", "H", "O", "H", "H", "O", "H", "H", "O", "H", "H", "O", "H", "H", "O", "H", "H", "O", "H", "H", "O", "H", "H", "O", "H", "H", "O", "H", "H"],
  "positions_angstrom": [[-0.42, 0.41, -0.10], [-0.72, -0.82, 3.65], [-0.85, -1.42, 2.91], [-0.10, -1.27, 4.22], [-1.64, -2.90, -1.28], [-1.77, -3.71, -1.78], [-2.43, -2.38, -1.46], [3.47, 2.20, -0.27], [2.89, 2.32, -1.02], [3.01, 2.61, 0.46], [2.22, 2.13, -2.62], [1.38, 2.42, -2.98], [2.27, 1.20, -2.85], [-0.52, -2.58, 1.45], [-1.04, -2.72, 0.65], [0.36, -2.38, 1.12], [2.21, -2.25, 0.88], [2.85, -2.04, 0.20], [2.41, -1.64, 1.59], [-3.03, 2.76, -2.65], [-3.24, 1.83, -2.74], [-2.95, 2.90, -1.71], [-3.71, -1.20, -1.20], [-3.43, -0.79, -0.38], [-4.62, -1.47, -1.03], [1.18, 1.53, 3.42], [1.87, 1.21, 4.00], [0.60, 0.77, 3.31], [-0.43, -1.66, -3.49], [-1.00, -1.71, -2.73], [-0.32, -2.56, -3.77], [1.89, 3.73, 1.69], [1.41, 3.09, 2.21], [2.20, 4.38, 2.32]]
}

---

## x
{
  "formula": "H22O11Xe",
  "method": "the ωB97M-V functional and the def2-TZVPD basis",
  "e_homo_ha": -0.3877,
  "molar_mass_da": 329.45,
  "elements": ["Xe", "O", "H", "H", "O", "H", "H", "O", "H", "H", "O", "H", "H", "O", "H", "H", "O", "H", "H", "O", "H", "H", "O", "H", "H", "O", "H", "H", "O", "H", "H", "O", "H", "H"],
  "positions_angstrom": [[-10.81, -11.68, -11.84], [-12.28, -8.33, -11.06], [-11.55, -8.17, -10.46], [-12.08, -7.80, -11.83], [-8.06, -9.08, -9.83], [-8.05, -9.39, -10.74], [-7.47, -8.33, -9.83], [-8.70, -11.50, -15.28], [-8.09, -11.86, -14.64], [-8.14, -11.27, -16.03], [-10.28, -9.04, -15.14], [-9.87, -9.90, -15.14], [-9.61, -8.45, -15.48], [-12.35, -14.76, -13.67], [-11.99, -13.88, -13.58], [-13.27, -14.63, -13.87], [-10.25, -13.64, -8.04], [-9.65, -14.03, -8.68], [-11.07, -13.52, -8.52], [-12.83, -12.58, -8.58], [-13.06, -13.11, -9.34], [-13.45, -12.86, -7.90], [-13.49, -14.37, -10.62], [-13.37, -14.39, -11.57], [-12.97, -15.11, -10.29], [-7.89, -8.98, -12.59], [-7.62, -8.09, -12.83], [-8.78, -9.07, -12.95], [-11.40, -12.33, -15.20], [-11.59, -12.63, -16.09], [-10.45, -12.21, -15.18], [-14.12, -10.33, -12.54], [-13.79, -10.39, -13.43], [-13.49, -9.78, -12.08]]
}

---

Energy relative to the most stable one, in eV: w 0.000; x 0.443

---

## w
{
  "formula": "C10H8O3",
  "method": "the ωB97M-V functional and the def2-TZVPD basis",
  "e_homo_ha": -0.3195,
  "molar_mass_da": 176.17,
  "elements": ["C", "C", "C", "C", "C", "C", "C", "C", "C", "C", "H", "H", "H", "H", "H", "H", "H", "H", "O", "O", "O"],
  "positions_angstrom": [[3.17, -2.38, -0.46], [0.81, -1.25, -0.40], [0.55, -0.14, -1.23], [-0.42, 0.91, -0.67], [-0.95, 1.77, -1.48], [-1.99, 2.46, -1.04], [-2.20, 2.65, 0.27], [-1.53, 1.69, 1.17], [-0.93, 0.78, 0.58], [0.31, -1.17, 1.06], [4.19, -1.73, -1.31], [3.11, -1.72, 0.98], [2.89, -4.02, -0.51], [1.26, 0.05, -2.25], [-0.93, 1.66, -2.54], [-2.51, 3.10, -1.81], [-3.02, 3.20, 0.44], [-2.21, 1.50, 2.14], [1.93, -2.00, -0.95], [-0.71, -0.35, 1.37], [0.82, -1.89, 1.83]]
}

---

## x
{
  "formula": "C10H8O3",
  "method": "the ωB97M-V functional and the def2-TZVPD basis",
  "e_homo_ha": -0.3108,
  "molar_mass_da": 176.17,
  "elements": ["C", "C", "C", "C", "C", "C", "C", "C", "C", "C", "H", "H", "H", "H", "H", "H", "H", "H", "O", "O", "O"],
  "positions_angstrom": [[3.35, -0.88, 0.24], [2.25, 0.34, -0.22], [0.74, 0.02, 0.02], [0.30, -1.29, -0.12], [-0.94, -1.72, -0.11], [-1.87, -0.72, -0.02], [-3.69, 0.61, -0.07], [-2.66, 1.42, -0.01], [-1.49, 0.56, -0.07], [-0.14, 1.06, 0.27], [3.42, -2.17, -0.30], [3.34, -1.12, 1.44], [4.31, -0.40, 0.16], [1.09, -1.97, -0.02], [-1.22, -2.75, -0.20], [-4.65, 0.82, -0.39], [-2.73, 2.46, 0.06], [1.16, 2.67, -0.16], [2.58, 1.50, -0.68], [-3.27, -0.77, -0.15], [0.14, 2.33, 0.32]]
}

---

Energy relative to the most stable one, in eV: w 6.212; x 0.000